Entry 1:
Molecular formula: C12H26NO5P2STl
Method: DFT, ωB97M-V with the def2-TZVPD basis set

Properties
multiplicity: 1
ΔE to the lowest compared entry with this formula, charge and spin: 189.19 kJ/mol
molar mass: 562.7 g/mol
charge: +2
HOMO-LUMO gap (alpha / beta): 5.495 / 6.523 eV

Each line ends with the Löwdin charge.
Geometry (Å):
C 0.433 1.993 -3.211  0.031
H 2.837 3.359 -1.182  0.130
C 3.753 -0.909 0.598  -0.210
H 2.790 -1.012 3.445  0.076
P 2.111 -0.349 1.152  0.892
H -4.095 -1.256 -0.376  0.072
H 4.516 -0.256 1.042  0.076
H 3.840 -0.909 -0.494  0.066
H 1.536 -1.425 0.277  -0.076
Tl -0.565 -1.621 0.706  0.971
S -2.351 -0.309 3.025  0.418
H -1.090 -3.263 -4.308  0.017
H 3.865 -1.942 0.954  0.079
H -0.159 -3.548 -5.517  0.025
C 1.441 2.874 -2.777  0.013
C -2.468 -0.951 4.712  -0.112
P -2.034 -0.044 -0.997  0.845
H -3.500 -1.255 4.889  0.080
C -3.610 -0.880 -1.280  -0.213
H -0.118 2.249 -4.116  0.133
H 1.819 3.625 -3.453  0.129
H 3.261 1.779 0.678  0.127
H 1.695 1.974 1.458  0.116
C 0.004 0.903 -2.413  -0.320
H 3.335 0.634 3.063  0.095
N 0.724 0.758 -1.235  0.054
O -3.310 0.784 2.947  -0.317
O -2.680 -1.443 2.101  -0.499
C 2.496 -0.086 2.934  -0.175
H -3.382 -1.720 -1.938  0.058
C -2.547 1.452 0.018  -0.181
H 1.708 -1.445 -1.607  0.076
H -4.236 -0.126 -1.770  0.081
H -2.224 -0.171 5.429  0.075
C -1.324 0.339 -2.580  -0.102
H -3.404 1.346 0.734  0.071
H -1.738 1.909 0.644  0.064
H -2.853 2.242 -0.694  0.071
O -0.940 0.108 2.768  -0.470
C 2.216 1.407 0.674  -0.216
H -1.798 -1.791 4.900  0.071
C 1.994 2.762 -1.492  0.037
H 1.200 -2.989 -1.314  0.096
O -0.223 -3.147 -4.675  -0.037
O 1.886 -2.298 -1.116  -0.127
H -2.008 0.655 -3.379  0.120
H 1.629 0.320 3.476  0.056
C 1.569 1.674 -0.701  -0.266



Entry 2:
Molecular formula: C12H26NOP
Method: DFT, ωB97M-V with the def2-TZVPD basis set

Properties
multiplicity: 1
SMILES: C=CCP(CCN)CCCCCOCC
molar mass: 231.3 g/mol
charge: 0
HOMO-LUMO gap: 8.656 eV

Each line ends with the Löwdin charge.
Geometry (Å):
H -2.276 -0.598 1.315  0.123
H -4.676 2.497 0.758  0.073
H -6.062 1.437 0.719  0.076
N 3.613 2.325 0.092  -0.004
H -2.271 -2.621 -0.333  0.107
H 1.725 -2.183 1.592  0.061
H 4.539 0.020 0.111  0.061
C 1.004 -0.568 -1.269  -0.405
C 3.159 -0.739 2.232  -0.262
C -4.353 0.674 -0.321  -0.283
H 2.387 1.111 2.920  0.056
H 1.161 -0.436 -2.338  0.084
C 3.519 1.441 -1.095  -0.321
C 2.030 -1.164 1.345  -0.388
H -0.088 -2.325 -1.786  0.111
H -3.515 -1.792 -1.221  0.110
H -1.751 -0.799 -2.296  0.114
C -0.164 -1.536 -1.035  -0.281
H -3.387 1.088 -0.610  0.108
C -1.524 -0.850 -1.230  -0.212
H -4.847 0.167 -1.154  0.117
H 3.895 -1.477 2.535  0.097
C -5.250 1.832 0.113  -0.071
H -1.448 0.158 -0.822  0.091
H 3.935 3.229 -0.227  0.058
H 2.554 1.524 -1.596  0.079
C 3.891 -0.013 -0.765  -0.372
H 1.168 -0.505 1.494  0.078
H -5.606 2.386 -0.751  0.072
H -0.111 -2.015 -0.057  0.087
C -3.125 -1.063 0.797  -0.218
H 2.680 2.455 0.462  0.057
O -4.257 -0.213 0.778  -0.147
C 3.268 0.532 2.665  -0.034
H 4.495 -0.432 -1.569  0.057
H 4.240 1.000 2.768  0.053
H 0.756 0.400 -0.819  0.069
C -2.674 -1.629 -0.551  -0.180
H 4.254 1.814 -1.810  0.101
P 2.527 -1.225 -0.460  0.960
H -3.416 -1.909 1.420  0.117



Entry 3:
Molecular formula: C12H27FI2N2O5
Method: DFT, ωB97M-V with the def2-TZVPD basis set

Properties
multiplicity: 1
SMILES: C[C@@H](I)[C@@H](I)OC(=O)OF.COC[C@@H](C)N.COC[C@@H](C)N
molar mass: 552.2 g/mol
charge: 0
HOMO-LUMO gap: 8.952 eV

Each line ends with the Löwdin charge.
Geometry (Å):
F -0.533 -0.329 -1.501  0.004
H 1.292 2.803 6.160  0.076
H -1.929 -2.734 -1.650  0.052
H -2.813 -1.363 -3.324  0.133
H 1.978 3.867 3.180  0.055
C -0.828 2.500 2.412  -0.098
C -2.622 -2.418 -3.544  -0.433
H -0.035 1.813 2.707  0.057
H 2.407 -2.120 0.508  0.071
H -0.533 5.559 3.481  0.122
C 3.242 -1.586 0.971  -0.157
C -3.782 -2.921 -4.399  -0.070
H -1.314 -2.024 -5.250  0.121
H -0.549 -1.887 -3.667  0.110
H 2.429 1.000 1.518  0.090
C -1.157 -4.574 -5.400  -0.108
H 0.560 4.955 5.471  0.134
C 0.650 4.220 4.666  -0.433
H 2.035 5.382 3.713  0.072
H 4.529 0.085 0.535  0.067
H 2.944 -1.357 1.999  0.088
H -3.729 -2.521 -5.413  0.078
N -2.622 -3.142 -2.270  0.048
H -1.108 2.280 1.381  0.091
C 0.469 -0.273 0.537  -0.569
H -4.730 -2.611 -3.960  0.075
H 4.107 -2.249 0.980  0.079
H 0.939 2.061 4.609  0.063
C -0.515 4.489 3.703  -0.209
H -3.795 -4.009 -4.459  0.064
C 2.544 0.799 0.451  -0.795
H -1.700 2.339 3.052  0.097
H -0.387 2.584 5.655  0.079
C 3.562 -0.301 0.208  -0.820
H -2.278 -4.081 -2.452  0.071
O -0.394 3.847 2.450  -0.188
O 1.276 0.533 -0.155  -0.093
H -1.477 4.236 4.169  0.120
C 0.616 2.836 5.306  -0.067
I 3.184 2.697 -0.344  0.879
H -2.054 -5.137 -5.129  0.075
H -1.367 -3.971 -6.289  0.090
H -0.368 -5.286 -5.639  0.086
C -1.260 -2.477 -4.250  -0.207
O 0.404 -0.413 1.720  0.167
O -0.371 -1.008 -0.270  0.128
N 1.956 4.421 4.033  0.041
I 3.824 -0.741 -1.875  0.853
O -0.695 -3.771 -4.332  -0.187



Entry 4:
Molecular formula: C12H27IPtS4Sb
Method: DFT, ωB97M-V with the def2-TZVPD basis set

Properties
multiplicity: 5
molar mass: 743.4 g/mol
charge: +3
HOMO-LUMO gap (alpha / beta): 5.961 / 5.121 eV

Each line ends with the Mulliken spin population.
Geometry (Å):
H -8.765 9.981 2.990  -0.009
Pt -11.059 11.381 0.671  0.628
C -9.583 10.568 3.477  0.005
S -11.134 10.038 2.659  0.178
H -12.008 10.173 -1.506  0.020
H -9.957 15.221 -0.007  0.003
Sb -8.884 10.207 -0.796  0.372
H -11.958 11.494 4.436  -0.004
S -13.044 13.050 2.396  0.817
H -8.448 7.576 -0.145  -0.003
H -7.606 10.490 -3.176  0.013
H -14.459 13.685 0.674  0.038
H -8.135 12.337 3.389  0.003
C -13.458 13.294 0.605  0.031
H -14.343 11.581 3.535  0.034
S -10.040 12.934 2.056  0.150
C -13.491 11.314 2.918  0.013
H -13.772 10.691 2.050  -0.019
H -12.184 15.096 0.247  -0.001
H -8.072 12.040 -2.492  -0.004
H -7.461 8.083 -1.514  0.013
H -8.299 14.380 1.556  -0.003
C -11.971 9.892 -0.430  0.180
H -9.667 10.173 4.456  0.002
C -9.560 14.237 -0.303  -0.001
H -13.059 14.496 -1.147  0.004
S -11.105 13.236 -0.859  0.175
C -12.390 10.714 3.784  0.008
H -13.500 12.334 0.056  -0.010
C -6.950 10.647 -0.065  0.026
H -9.241 11.061 -3.385  -0.002
C -8.395 11.044 -2.699  0.047
C -9.213 12.085 3.458  0.016
H -11.426 8.934 -0.502  0.032
H -12.695 9.808 4.322  0.003
H -8.003 12.939 0.535  -0.002
C -12.574 14.177 -0.217  -0.025
H -9.166 7.647 -1.764  -0.001
H -9.601 12.666 4.316  0.004
H -8.916 14.248 -1.190  0.000
C -8.446 8.139 -1.093  0.065
H -6.576 9.684 0.300  0.000
I -14.046 8.931 -0.166  1.149
H -6.301 11.129 -0.771  0.006
C -8.769 13.646 0.913  0.047
H -6.961 11.342 0.791  0.002



Entry 5:
Molecular formula: C12H28B3Br2NO8S
Method: DFT, ωB97M-V with the def2-TZVPD basis set

Properties
multiplicity: 1
SMILES: O=S(=O)(O)CCCB1OB(Br)OB(CCCBr)O1.COCCNCCOC
molar mass: 538.7 g/mol
charge: 0
HOMO-LUMO gap: 8.705 eV

Each line ends with the Löwdin charge.
Geometry (Å):
H -1.186 2.069 -0.955  0.095
C 3.035 4.205 -1.986  -0.227
Br -2.910 8.338 1.323  0.825
B -2.152 4.446 0.113  -0.500
C 0.101 -6.529 1.199  -0.219
H -1.784 2.748 1.332  0.118
H 0.041 -3.105 -1.995  0.087
H 1.399 4.462 0.175  0.123
O 1.553 -4.691 1.807  -0.195
H 0.644 -4.684 -1.454  0.089
C -2.217 1.967 -0.613  -0.305
Br -0.866 -0.121 0.806  0.624
H 0.045 -3.402 2.474  0.074
C -2.479 2.977 0.510  -0.066
H -0.917 -4.781 1.150  0.072
B -0.260 5.678 -0.387  -0.501
O -1.419 -4.467 -1.633  -0.181
S 4.226 4.178 -0.665  0.584
H 1.831 6.158 0.086  0.113
C 1.790 5.099 -1.848  -0.197
H -0.123 -7.568 1.462  0.123
C 1.114 -3.609 2.602  -0.117
N -1.138 -5.768 1.190  -0.051
H 0.609 -5.907 3.200  0.122
C 1.075 -5.967 2.211  -0.217
H 1.678 -2.732 2.289  0.088
H -3.495 2.870 0.897  0.122
C 1.270 5.373 -0.421  -0.054
C -1.598 -5.836 -1.325  -0.229
C -2.424 0.528 -0.166  -0.588
O -0.798 6.839 0.154  0.242
H 0.993 4.590 -2.395  0.115
H -2.538 -0.144 -1.012  0.055
O 3.667 3.526 0.475  -0.267
H -2.388 -6.196 -1.988  0.120
H -2.965 -5.503 0.268  0.118
C -0.144 -3.938 -1.317  -0.101
H 1.307 -3.792 3.664  0.088
H -2.873 2.160 -1.466  0.122
O 5.468 3.733 -1.206  -0.272
H -3.276 0.420 0.501  0.061
B -2.067 6.745 0.675  -1.024
H 1.937 -6.635 2.280  0.121
H 1.959 6.043 -2.373  0.119
H -2.342 -7.144 0.194  0.117
C -2.057 -6.090 0.108  -0.203
H -0.690 -6.397 -1.575  0.110
H 2.760 3.155 -2.096  0.116
O -2.729 5.548 0.739  0.242
H 3.996 6.305 -0.954  0.089
O -1.175 4.732 -0.834  0.292
O 4.384 5.724 -0.284  -0.148
H 3.621 4.481 -2.864  0.107
H 0.609 -6.538 0.224  0.107
H -0.096 -3.553 -0.295  0.061